{
  "formula": "C4HN3",
  "method": "the ωB97M-V functional and the def2-TZVPD basis",
  "elements": ["N", "C", "C", "C", "N", "C", "N", "H"],
  "coordinates": [[2.4386, 1.1040, 0.3214], [1.1621, 0.7003, -0.2277], [-0.2342, 0.4032, 0.0596], [-0.1853, -0.8898, 0.9049], [-0.2129, -1.6022, 1.9403], [-1.1023, 0.1335, -1.0809], [-1.8172, 0.0202, -2.0167], [-0.7012, 1.2630, 0.3490]],
  "forces_ev_per_a": [[-13.1, -4.2, -6.0], [13.9, 4.7, 5.8], [0.8, -4.4, -1.4], [-0.9, -3.1, 8.5], [0.3, 5.1, -8.3], [-2.5, -0.7, -4.7], [2.5, 0.3, 3.5], [-1.0, 2.3, 2.6]],
  "lowdin_charge": [0.149, -0.031, -0.325, -0.089, 0.171, -0.187, 0.189, 0.123],
  "smiles": "N#CC(C#N)C#N",
  "e_lumo_ev": -1.64,
  "charge": 0,
  "e_tot_ha": -317.05768,
  "homo_energy_ev": -11.90,
  "multiplicity": 1,
  "gap_ev": 10.26,
  "e_above_lowest_kcal_mol": 101.52
}